# C52H90F13N2O22

8 unconnected molecules or ions with the total composition C52H90F13N2O22 (ωB97M-V with the def2-TZVPD basis set, the Open Molecules 2025 dataset).

Results
Orbital gap in eV: 8.128
Net charge: +1
2S+1: 1
Max |F| in eV/A: 1.06
E_HOMO in eV: -10.92
Lowest unoccupied orbital energy in eV: -2.8

Geometry as XYZ:
```
179
Properties=species:S:1:pos:R:3:forces:R:3
C -10.03216 4.19288 8.70818 0.3 -0.2 -0.1
O -9.23848 3.80080 7.60074 -0.3 0.3 0.0
C -10.02006 3.33484 6.50841 0.3 -0.4 0.0
C -10.09578 1.79528 6.49120 -0.4 0.4 0.0
C -10.00322 1.17573 5.08279 0.4 0.0 0.4
C -8.81501 0.20586 4.93986 0.1 0.1 0.0
C -7.58636 0.87783 4.30966 0.1 -0.6 0.3
C -6.47635 -0.13857 3.94809 -0.5 0.3 -0.1
C -5.84848 0.08192 2.56508 0.3 0.3 0.2
C -4.54457 0.90871 2.60587 -0.2 -0.3 0.0
C -3.56394 0.57742 1.45959 -0.1 0.0 0.4
C -2.19330 0.03849 1.93757 -0.2 0.3 -0.8
C -1.07527 1.00733 1.57375 0.5 0.1 0.3
C 0.26649 0.59000 2.17328 -0.2 0.2 0.0
N 1.28598 1.63267 1.94361 0.1 -0.2 0.1
C 1.80173 1.97747 0.72357 0.7 0.8 0.0
C 2.69135 2.99746 0.94425 -0.5 -0.5 -0.4
N 2.69442 3.24658 2.29068 -0.2 -0.2 0.5
C 3.45546 4.26025 3.03593 0.3 0.0 -0.1
C 4.77369 4.58664 2.34060 -0.1 0.5 -0.3
C 5.74227 5.33392 3.26138 -0.1 -0.4 -0.1
F 5.04076 6.03692 4.18227 0.0 0.1 0.0
F 6.47225 6.19877 2.53517 0.0 0.0 0.1
C 6.70524 4.34218 3.97365 0.5 0.2 -0.3
F 7.57997 3.93187 3.03364 -0.1 -0.1 0.1
F 5.98236 3.26468 4.35865 -0.1 -0.1 0.1
C 7.52329 4.90536 5.17963 -0.4 0.4 -0.2
F 7.61319 6.23810 4.99336 0.1 0.1 0.1
F 8.75750 4.40470 5.17387 0.1 -0.1 0.0
C 6.89392 4.69513 6.58403 0.6 -0.3 0.3
F 5.67153 5.22726 6.61488 -0.3 0.1 -0.1
F 7.67620 5.38696 7.43501 0.0 0.1 -0.1
C 6.82837 3.21085 7.08899 -0.6 0.2 0.1
F 7.60988 2.41071 6.36167 0.3 -0.1 -0.1
F 5.55284 2.78314 6.95965 0.0 0.0 0.0
C 7.19205 3.03931 8.58621 -0.1 -0.3 -0.5
F 6.47021 3.85258 9.32481 -0.4 0.6 0.4
F 8.46967 3.24670 8.79328 0.8 0.2 0.1
F 6.91012 1.79464 8.92589 -0.2 -0.6 0.2
C 1.83706 2.40404 2.87789 0.0 -0.1 -0.5
H -9.35720 4.51130 9.49926 0.0 0.0 0.0
H -10.67784 5.03554 8.45042 -0.1 0.0 0.0
H -10.63266 3.35115 9.06266 -0.1 0.1 0.1
H -9.52038 3.67650 5.60080 0.0 0.1 0.0
H -11.02046 3.77079 6.55058 0.0 0.1 -0.1
H -9.28690 1.44493 7.13211 0.1 -0.1 -0.1
H -11.02709 1.49252 6.97280 0.0 -0.1 0.1
H -9.84556 1.98950 4.37182 -0.2 0.0 -0.2
H -10.93792 0.68894 4.81435 0.0 0.0 0.0
H -8.50799 -0.14943 5.92593 -0.1 -0.2 0.0
H -9.08388 -0.68427 4.36816 -0.1 0.1 -0.2
H -7.19602 1.57935 5.04993 0.0 0.3 -0.2
H -7.89980 1.42439 3.41932 0.0 0.1 0.0
H -6.90433 -1.14137 3.98576 0.0 0.0 0.0
H -5.71148 -0.10046 4.72431 0.1 -0.2 0.0
H -5.64750 -0.88052 2.09352 0.1 -0.1 0.0
H -6.55538 0.60977 1.92332 -0.1 -0.2 -0.1
H -4.79225 1.97030 2.60255 0.0 0.1 0.1
H -4.06835 0.69914 3.56551 0.1 0.1 0.0
H -4.02177 -0.17519 0.82009 0.0 0.0 -0.1
H -3.41195 1.46020 0.83750 0.1 0.0 -0.1
H -2.01569 -0.89903 1.40895 0.2 -0.2 0.3
H -2.19892 -0.13757 3.01241 0.0 -0.1 0.0
H -0.96332 1.08259 0.49055 -0.1 0.0 -0.1
H -1.29194 2.01246 1.94741 -0.2 0.0 0.0
H 0.17952 0.47505 3.25201 0.0 -0.1 0.0
H 0.62886 -0.34207 1.74584 0.1 0.0 0.0
H 1.54563 1.50987 -0.21121 -0.1 -0.1 0.1
H 3.30237 3.52413 0.23323 0.0 0.1 0.1
H 2.85425 5.16081 3.11968 -0.1 0.0 0.1
H 3.63954 3.86138 4.03008 -0.1 0.0 0.0
H 4.58348 5.27321 1.51373 0.0 0.0 0.0
H 5.25263 3.70855 1.91255 0.1 -0.1 0.2
H 1.62010 2.33787 3.92952 0.1 0.1 0.0
C 6.31890 -0.87225 -1.20015 0.0 0.1 -0.2
C 4.88409 -1.32911 -1.05258 0.2 -0.1 0.2
O 3.99230 -0.63425 -1.94459 0.0 0.1 0.1
C 4.05903 -1.01046 -3.22443 -0.1 0.0 0.0
O 4.76560 -1.87749 -3.66571 0.0 0.1 0.0
O 3.19978 -0.27095 -3.91865 0.0 0.0 0.0
C 3.19775 -0.53323 -5.32933 -0.1 0.1 -0.2
H 6.39269 0.20775 -1.06098 0.0 0.0 0.1
H 6.94537 -1.36511 -0.45723 0.0 0.0 0.0
H 6.70863 -1.11116 -2.18738 0.0 -0.1 0.0
H 4.51438 -1.09533 -0.05488 -0.1 0.0 0.0
H 4.78564 -2.40380 -1.20402 0.0 0.0 -0.1
H 3.01979 -1.58802 -5.52660 0.1 0.0 0.0
H 4.14459 -0.22384 -5.76841 0.0 -0.1 0.0
H 2.38967 0.05784 -5.75124 0.0 0.1 0.1
C 5.00713 -5.03682 -4.41370 0.1 -0.2 -0.1
C 4.03239 -5.38241 -3.31148 0.0 0.3 0.0
O 3.70681 -6.78086 -3.27379 0.0 0.0 0.0
C 4.64392 -7.57098 -2.75379 -0.1 -0.1 0.0
O 5.69026 -7.21350 -2.27612 0.1 0.1 0.0
O 4.22172 -8.83010 -2.84211 0.0 0.0 0.0
C 5.16572 -9.80550 -2.38532 0.0 -0.1 0.0
H 4.62411 -5.36972 -5.38000 -0.1 0.1 0.0
H 5.15231 -3.95730 -4.43534 0.0 -0.1 0.0
H 5.97149 -5.51748 -4.25521 0.0 0.0 0.1
H 3.07978 -4.88336 -3.48396 -0.1 -0.1 0.0
H 4.40433 -5.07182 -2.33397 0.1 -0.1 0.0
H 5.47863 -9.59403 -1.36546 0.0 0.1 0.0
H 6.03356 -9.83057 -3.04282 0.0 0.0 0.0
H 4.65241 -10.76127 -2.42204 -0.1 0.0 0.0
C -1.57892 3.74410 -9.69747 0.0 -0.2 -0.1
C -0.67063 3.93484 -8.50410 -0.1 0.3 -0.1
O -0.14443 2.68747 -8.01170 0.0 -0.1 0.0
C 0.82815 2.15176 -8.74254 0.0 0.1 0.1
O 1.33226 2.62606 -9.72478 0.0 0.0 -0.1
O 1.17492 0.98728 -8.18118 0.0 -0.1 0.0
C 2.18000 0.26928 -8.90039 0.2 -0.1 0.0
H -2.38425 3.04851 -9.45694 0.0 0.1 0.0
H -2.01407 4.70051 -9.98929 0.0 0.0 0.0
H -1.03236 3.34165 -10.54879 0.1 0.1 0.0
H -1.22918 4.34900 -7.66718 0.0 -0.1 0.1
H 0.15204 4.61346 -8.72798 0.1 -0.1 -0.1
H 3.06609 0.88207 -9.05201 0.0 0.1 -0.1
H 1.79911 -0.07207 -9.86093 0.0 0.1 0.0
H 2.43648 -0.59238 -8.28959 -0.1 0.0 0.0
C -4.90917 9.55518 -8.83902 -0.1 -0.2 -0.1
C -3.41323 9.55505 -9.06689 -0.1 0.3 0.2
O -2.96213 8.35738 -9.72145 0.0 -0.1 0.0
C -3.22146 8.29035 -11.02721 0.1 0.0 0.0
O -3.75004 9.14038 -11.69247 -0.1 0.0 0.0
O -2.77361 7.11677 -11.47666 0.0 -0.1 0.0
C -3.04441 6.87413 -12.86132 0.1 -0.1 -0.1
H -5.20908 8.66776 -8.27986 0.0 0.0 0.1
H -5.19997 10.44029 -8.27354 0.0 0.0 0.0
H -5.45123 9.55868 -9.78276 0.0 0.1 0.0
H -2.88589 9.56437 -8.11491 0.1 -0.1 0.0
H -3.09210 10.42516 -9.63893 0.0 0.0 -0.1
H -2.65904 7.68164 -13.47898 0.0 0.0 0.0
H -4.11490 6.76039 -13.02249 0.0 0.1 0.0
H -2.53628 5.94708 -13.10972 0.0 0.0 0.1
C -5.32796 3.54823 9.54239 0.2 -0.2 0.1
C -6.60701 2.76561 9.33357 0.0 0.4 0.0
O -6.35061 1.38951 8.99611 0.0 0.0 -0.1
C -5.96053 0.61340 10.00338 -0.2 0.0 0.0
O -5.84126 0.94145 11.15434 0.1 0.0 0.0
O -5.74168 -0.61302 9.52064 0.1 0.0 0.0
C -5.27569 -1.55097 10.49457 0.0 -0.1 0.0
H -4.68932 3.47179 8.66054 -0.1 0.1 0.0
H -5.55937 4.59885 9.71738 0.0 0.0 0.0
H -4.76693 3.17384 10.39741 -0.1 0.0 0.0
H -7.16093 3.16482 8.48828 0.0 -0.1 -0.1
H -7.25462 2.81291 10.20923 0.1 -0.1 0.1
H -5.95631 -1.60242 11.34101 0.0 0.1 0.0
H -4.27928 -1.27730 10.83796 0.0 0.0 0.1
H -5.23944 -2.51390 9.99377 0.0 0.0 -0.1
C -1.56770 -5.74798 2.57815 0.0 0.0 -0.2
C -2.99093 -5.29285 2.82418 0.2 -0.1 0.3
O -3.57496 -4.69505 1.65550 0.0 0.1 0.0
C -3.92116 -5.55174 0.69215 -0.1 0.1 0.0
O -3.81646 -6.74779 0.73553 0.0 0.0 0.0
O -4.42168 -4.84816 -0.32357 0.1 0.0 0.0
C -4.79775 -5.63943 -1.45680 -0.1 0.0 -0.1
H -0.96098 -4.91748 2.21230 0.0 0.0 0.1
H -1.12908 -6.12287 3.50281 0.0 0.0 0.0
H -1.53118 -6.54248 1.83556 0.0 0.0 0.0
H -3.00440 -4.50928 3.57981 -0.1 0.1 -0.1
H -3.61734 -6.11020 3.17967 0.0 0.0 -0.2
H -5.49580 -6.42141 -1.16837 0.0 0.0 0.0
H -3.91632 -6.08100 -1.91827 0.0 -0.1 0.0
H -5.27571 -4.95889 -2.15473 0.0 0.1 0.1
C 9.75993 -11.96782 -8.08917 0.1 0.1 0.1
C 8.44513 -11.97733 -7.34048 -0.1 -0.2 -0.3
O 8.57489 -11.45696 -6.00670 0.1 0.0 0.1
C 8.68291 -10.13421 -5.91532 -0.1 0.0 0.0
O 8.63601 -9.34880 -6.82570 0.0 0.0 0.0
O 8.82760 -9.81980 -4.62626 0.0 0.0 0.0
C 9.00487 -8.42280 -4.37771 0.0 0.1 0.1
H 10.52025 -12.51326 -7.52885 0.0 -0.1 0.0
H 9.63704 -12.44029 -9.06351 0.0 0.0 0.0
H 10.11810 -10.95159 -8.24377 -0.1 0.0 0.0
H 8.09513 -12.99855 -7.20474 0.0 0.0 0.1
H 7.67248 -11.42344 -7.87341 0.1 0.1 0.0
H 8.18972 -7.84600 -4.80917 0.0 0.0 -0.1
H 9.95717 -8.08215 -4.78091 0.0 0.0 -0.1
H 9.00101 -8.30187 -3.29853 0.0 -0.1 0.0
```
Forces are in eV/Å.